Record 1
C4H25N2O10 | ωB97M-V/def2-TZVPD

The geometry in XYZ format:
```
41
Properties=species:S:1:pos:R:3
H 1.575 -0.022 4.290
H 2.288 -1.395 1.343
C 1.647 -0.223 -1.799
C -0.241 -1.758 -2.209
H 0.751 -0.659 0.160
H 2.425 -0.984 -1.635
H -2.243 0.730 2.641
O -2.185 -0.928 0.552
H 0.136 -1.858 2.101
H -0.823 -2.030 -3.134
H 0.144 2.753 -2.069
C 1.105 0.181 -0.406
O 0.297 -2.895 0.725
H 0.408 -2.820 -0.503
O -2.511 1.276 1.899
H 0.418 1.021 -0.321
C 2.797 -0.429 1.240
O 3.712 -0.139 1.995
H -1.982 1.554 -1.680
H 1.173 -0.921 -3.509
H -1.607 -1.692 0.756
N 0.574 -0.548 -2.769
H 0.554 -3.841 0.696
O 0.468 -2.787 -1.719
H -0.498 -1.201 3.404
H -0.351 3.991 -1.377
O 1.131 0.825 4.246
N 2.322 0.524 0.357
H 0.731 1.046 3.411
O -2.017 1.249 -2.602
H 2.046 0.791 -2.067
O -2.562 3.120 -0.080
H -2.430 -1.264 -0.317
H 2.680 1.457 0.441
O 0.466 3.625 -1.782
O -0.151 -1.010 2.524
H -1.287 0.607 -2.654
H -2.234 0.685 1.165
H -2.467 2.469 0.646
H -3.371 2.966 -0.579
H -0.885 -1.465 -1.377
```

**Orbital gap**: 8.731 eV
**Energy relative to the best compared isomer or geometry (same formula, charge and spin)**: 69.6 kcal/mol
**Max |F|**: 3.069 eV/A
**HOMO level**: -0.2157 hartree
**Net charge**: -1
**Electronic energy**: -28010.5769 eV
**Molar mass**: 261.2 g/mol

Atomic partial charges in e from the Löwdin method, atoms 1 to 2:
1. H 0.025
2. H 0.120

=====

Record 2
C4H25N3O8 | ωB97M-V/def2-TZVPD

The geometry in XYZ format:
```
40
Properties=species:S:1:pos:R:3
H -2.636 1.357 -1.967
H -0.518 0.219 1.413
C -2.234 -1.613 -0.803
H 1.372 -0.658 -3.235
C -0.860 -1.332 -0.191
C -0.678 0.116 0.351
H -3.161 0.348 0.675
H -3.068 -1.525 -0.118
H 1.161 0.497 4.197
H -2.358 -0.836 -1.580
O 1.225 -0.122 3.471
H -0.115 -1.473 -0.989
H 0.619 0.564 -1.326
O 0.088 2.431 -2.613
H 3.411 0.335 1.282
H -0.161 -0.380 -3.352
O 1.393 1.760 1.493
H 0.407 -2.316 1.163
O 3.317 -0.520 1.718
H -1.040 -3.091 0.852
N -0.581 -2.197 0.962
H 2.994 2.565 -0.067
H -2.039 -2.392 -1.546
N 0.490 0.710 -0.341
H 2.746 1.498 -1.382
O -3.481 1.242 0.829
H 0.309 2.648 -1.701
H 0.994 0.221 2.595
O 2.141 -3.198 1.273
H -0.877 2.450 -2.621
H 2.852 -2.788 0.773
H -4.298 1.137 1.328
N 2.588 1.711 -0.413
C 1.450 1.389 0.323
H -1.477 0.799 0.029
H -3.254 2.109 -0.767
O 0.505 -0.936 -2.935
H 2.098 -2.724 2.111
O -2.665 2.215 -1.533
H 3.340 -0.221 2.639
```

**Orbital gap**: 8.737 eV
**Energy relative to the best compared isomer or geometry (same formula, charge and spin)**: 44.5 kcal/mol
**Structure (SMILES)**: C[C@H](N)CNC(N)=O.O.O.O.O.O.O.O
**Max |F|**: 2.919 eV/A
**HOMO level**: -0.3149 hartree
**Electronic energy**: -25404.3650 eV
**Molar mass**: 243.3 g/mol

Atomic partial charges in e from the Löwdin method, atoms 1 to 2:
1. H 0.022
2. H 0.107

=====

Record 3
C4H25NO9S | ωB97M-V/def2-TZVPD

The geometry in XYZ format:
```
40
Properties=species:S:1:pos:R:3
H 0.758 1.265 -1.355
H -2.222 -2.786 1.109
H -0.857 -0.267 -1.242
H -0.598 3.570 0.130
O 1.063 -4.533 -2.217
H 0.892 -2.613 0.350
O 1.139 -1.106 1.407
H -3.643 3.748 1.416
H -3.191 3.818 -0.096
N -1.553 0.422 -1.004
H 2.744 1.487 0.857
H -1.613 -1.155 2.563
C 0.156 2.173 -1.186
H -0.581 -2.953 -0.852
O 1.314 -3.009 -0.447
O -2.378 -2.800 2.072
H 1.828 -0.494 1.157
H 1.619 4.416 0.986
O -3.186 4.267 0.754
H -2.486 0.017 -0.877
O -2.230 2.552 -1.283
H 2.958 -0.727 -0.762
H -2.030 -3.494 -1.143
C 0.274 2.898 0.174
H 1.058 -5.107 -1.450
C 1.651 3.625 0.219
H -0.800 -0.682 3.710
H 1.749 4.244 -0.711
H 4.115 -1.223 -1.676
C -1.326 1.746 -1.232
H 2.064 -2.457 -0.702
H 0.363 -0.675 1.803
S 3.141 2.590 0.192
O 3.163 -1.235 -1.552
H -3.315 -3.014 2.122
H 1.968 -4.330 -2.451
H 0.144 2.220 1.027
O -1.081 -0.383 2.826
O -1.522 -2.878 -0.614
H 0.451 2.864 -2.024
```

**Orbital gap**: 9.497 eV
**Energy relative to the best compared isomer or geometry (same formula, charge and spin)**: 26.4 kcal/mol
**Structure (SMILES)**: NC(=O)CCCS.O.O.O.O.O.O.O.O
**Max |F|**: 2.046 eV/A
**HOMO level**: -0.3478 hartree
**Electronic energy**: -35307.1239 eV
**Molar mass**: 263.3 g/mol

Atomic partial charges in e from the Löwdin method, atoms 1 to 2:
1. H 0.093
2. H 0.005

=====

Record 4
C4H26N2O7 | ωB97M-V/def2-TZVPD

The geometry in XYZ format:
```
39
Properties=species:S:1:pos:R:3
O 3.061 0.532 1.791
H -0.876 2.188 1.181
H -0.674 2.167 -0.725
H -3.695 -1.009 -2.006
H 2.241 1.374 -0.782
O 3.149 1.543 -0.572
H 1.189 3.240 -2.453
H -2.723 -0.836 0.411
O 0.391 -0.297 3.537
H 2.680 -2.720 0.470
H 0.808 0.468 0.981
C -0.060 0.258 0.403
H -3.772 -2.003 0.299
O -1.087 1.433 -3.056
H -1.683 2.106 -3.267
H 2.321 -1.256 1.042
H 0.196 -0.107 -0.552
H 0.712 -3.741 0.790
N -0.904 -0.827 1.023
H 1.129 0.126 3.099
H -1.714 0.797 -2.669
H -0.786 -0.880 1.991
C -0.442 -2.125 0.383
O -3.440 -1.231 -0.127
H 3.330 2.407 -0.917
H -1.869 1.377 -0.012
N 1.986 -2.060 0.420
C 0.801 -2.643 1.065
H -0.068 2.964 -1.922
H 3.175 1.148 1.063
H 3.875 0.009 1.871
O -3.395 -0.545 -2.856
O 0.755 3.324 -1.585
H -0.086 -1.881 -0.654
H 0.752 -2.642 2.193
H -0.087 0.430 3.859
H -1.293 -2.824 0.334
C -0.823 1.553 0.251
H -2.820 -1.205 -3.254
```

**Orbital gap**: 9.270 eV
**Energy relative to the best compared isomer or geometry (same formula, charge and spin)**: 44.9 kcal/mol
**Structure (SMILES)**: CCNCCN.O.O.O.O.O.O.O
**Max |F|**: 3.862 eV/A
**HOMO level**: -0.3225 hartree
**Electronic energy**: -21881.5320 eV
**Molar mass**: 214.3 g/mol

Atomic partial charges in e from the Löwdin method, atoms 1 to 2:
1. O -0.079
2. H 0.093

=====

Record 5
C4H26N2O9S | ωB97M-V/def2-TZVPD

The geometry in XYZ format:
```
42
Properties=species:S:1:pos:R:3
O 3.257 -0.104 -0.863
O -2.836 2.524 1.631
O 0.213 0.200 -2.396
H -1.892 1.856 2.759
N 0.143 2.466 -0.936
H -1.308 -3.618 -0.943
O -3.021 0.852 -0.443
H -2.703 3.434 1.317
H 2.424 0.311 -1.248
C 0.048 -0.496 -1.395
H -1.993 1.165 4.183
H 0.083 -0.509 0.675
C -0.870 -2.744 -0.514
H -2.376 1.436 -3.720
C 0.373 1.517 0.150
H -1.776 -2.135 -0.157
H -0.799 2.592 -1.202
H -0.596 -2.111 -2.618
H 0.910 -2.490 -1.767
H -2.149 0.439 -0.319
O -2.037 1.596 -2.825
H 0.323 -1.076 3.128
H -2.892 1.206 -1.389
O -1.332 1.449 3.551
H 2.099 0.105 2.057
S 0.144 -3.240 0.934
O 2.882 -2.742 -1.118
H 1.334 -3.572 0.318
O 0.463 -0.291 2.616
H 2.975 -1.800 -0.974
H 3.242 -0.047 0.089
H 3.516 -0.510 2.288
O 2.969 0.171 1.780
H 3.605 -3.000 -1.722
H 1.423 1.564 0.448
N 0.040 0.075 -0.138
H -0.114 0.338 3.008
C -0.109 -1.982 -1.574
H -1.133 1.137 -2.777
H -2.960 1.943 0.842
H -0.280 1.778 1.006
H 0.707 2.314 -1.741
```

**Orbital gap**: 9.519 eV
**Energy relative to the best compared isomer or geometry (same formula, charge and spin)**: 6.1 kcal/mol
**Structure (SMILES)**: NCNC(=O)CCS.O.O.O.O.O.O.O.O
**Max |F|**: 4.905 eV/A
**HOMO level**: -0.3348 hartree
**Electronic energy**: -36814.3959 eV
**Molar mass**: 278.3 g/mol

Atomic partial charges in e from the Löwdin method, atoms 1 to 2:
1. O -0.063
2. O -0.068

=====

Record 6
C4H26N3O7 | ωB97M-V/def2-TZVPD

The geometry in XYZ format:
```
40
Properties=species:S:1:pos:R:3
C -0.679 -1.566 1.969
H 0.815 -2.722 2.953
H 1.661 0.869 -1.327
O -0.564 -2.539 -1.448
H -4.187 3.705 0.814
H 3.837 -0.040 -2.019
H -1.861 3.631 1.767
O 1.367 -1.573 -3.201
H 4.331 1.246 -2.671
C 1.038 1.092 -0.466
H -0.743 4.408 2.389
H -3.986 -3.062 -1.840
C -1.023 0.634 0.723
C -0.712 -0.003 2.074
H -1.388 -1.984 2.683
H 3.861 -2.146 -0.015
O -3.632 3.379 1.530
H 2.274 -1.432 -2.904
H -0.178 -0.455 -0.869
H -1.421 0.290 2.844
N -0.053 0.393 -0.338
H 1.405 -1.789 -4.140
H 0.157 -2.627 -2.099
O -3.618 -2.314 -1.364
H -1.374 -2.547 -1.977
H 2.452 -1.587 -0.483
H 0.303 0.262 2.348
O -0.906 3.553 1.971
H -3.874 -2.376 -0.441
H 0.727 2.618 0.893
H 2.167 2.638 0.002
H -1.227 1.700 0.763
O 3.403 -1.472 -0.525
O 3.557 0.856 -2.252
N 0.654 -2.090 2.187
H -1.007 -1.854 0.969
H -1.949 0.152 0.403
H 1.076 -2.508 1.365
N 1.374 2.096 0.310
H -4.187 3.081 2.259
```

**Orbital gap**: 9.440 eV
**Energy relative to the best compared isomer or geometry (same formula, charge and spin)**: 0.0 kcal/mol
**Max |F|**: 1.431 eV/A
**HOMO level**: -0.4281 hartree
**Net charge**: +1
**Electronic energy**: -23368.1815 eV
**Molar mass**: 228.3 g/mol

Atomic partial charges in e from the Löwdin method, atoms 1 to 2:
1. C -0.261
2. H 0.069

=====

Question: Which of these has the highest max |F|?
Answer: C4H26N2O9S